i:
# C5H10

C5H10 as an isolated structure (ωB97M-V/def2-TZVPD, the OMol25 dataset).

The geometry in XYZ format:
```
15
Properties=species:S:1:pos:R:3:mulliken_charge:R:1
C -0.60 1.15 0.28 -1.172
C -0.23 -0.30 0.13 -0.255
C 1.04 -0.69 0.56 0.681
C 0.62 -2.03 0.78 -0.680
C 2.16 0.04 0.86 -0.922
H 0.05 1.79 -0.36 0.282
H -0.41 1.47 1.30 0.358
H -1.67 1.33 0.00 0.307
H -0.84 -0.91 -0.55 0.292
H -3.17 1.34 -3.68 0.202
H 0.30 -2.31 1.79 0.258
H 0.44 -2.71 -0.06 0.321
H -2.93 1.13 -2.99 -0.199
H 3.04 -0.42 1.26 0.293
H 2.20 1.11 0.69 0.232
```

For the LUMO energy, the calculation gives 0.04 eV. Its total charge is 0. The frontier orbital gap comes out at 7.4 eV.

ii:
# C5H10

A single C5H10 molecule (ωB97M-V/def2-TZVPD, the OMol25 dataset).

The geometry in XYZ format:
```
15
Properties=species:S:1:pos:R:3:mulliken_charge:R:1
C 2.10 -0.18 0.07 -1.029
C 0.72 -0.72 -0.10 -0.224
C -0.45 -0.10 -0.01 0.826
C -0.47 1.41 -0.03 -1.343
C -1.82 -0.78 0.05 -1.131
H 2.54 -0.48 1.04 0.282
H 2.78 -0.62 -0.77 0.265
H 2.14 0.95 0.01 0.275
H 0.75 -1.84 -0.22 0.284
H -1.57 1.68 -0.17 0.334
H -0.15 1.96 0.88 0.277
H 0.07 1.61 -0.95 0.366
H -2.69 -0.03 -0.11 0.295
H -1.96 -1.58 -0.74 0.290
H -2.00 -1.26 1.06 0.233
```

For the LUMO energy, the calculation gives 1.13 eV. As for the SMILES: CC=C(C)C. Its total charge is 0. The frontier orbital gap comes out at 9.9 eV.

iii:
# C5H10

A single C5H10 molecule (ωB97M-V/def2-TZVPD, the OMol25 dataset).

The geometry in XYZ format:
```
15
Properties=species:S:1:pos:R:3:mulliken_charge:R:1
C -1.10 -0.68 1.52 -0.858
C -0.89 -0.39 0.14 -0.347
C 0.21 0.13 -0.39 0.812
C 1.48 0.31 0.42 -1.110
C 0.16 0.58 -1.82 -1.206
H -1.59 0.14 2.16 0.219
H -1.81 -1.67 1.59 0.245
H -0.04 -0.86 2.02 0.170
H -1.70 -0.44 -0.57 0.367
H 2.43 0.31 -0.29 0.345
H 1.44 1.33 1.09 0.219
H 1.55 -0.60 1.27 0.247
H 1.16 1.20 -2.03 0.307
H 0.20 -0.30 -2.54 0.252
H -0.77 1.20 -1.90 0.338
```

For the LUMO energy, the calculation gives 1.06 eV. As for the SMILES: CC=C(C)C. Its total charge is 0. The frontier orbital gap comes out at 9.7 eV.

Which of them is most stable? Easy: ii.

i:
# C5H10

A 2-piece molecular cluster, C5H10 overall (ωB97M-V/def2-TZVPD, the OMol25 dataset).

The geometry in XYZ format:
```
15
Properties=species:S:1:pos:R:3:mulliken_charge:R:1
C 0.28 0.58 1.59 -0.814
C 0.11 1.67 0.81 0.080
C 1.24 2.27 0.07 -1.070
H -0.65 0.19 2.04 0.261
H 0.99 -0.18 1.38 0.313
H -0.92 2.09 0.79 0.309
H 2.04 1.58 -0.11 0.296
H 1.73 2.97 0.68 0.350
H 0.83 2.86 -0.81 0.273
C -1.27 -2.74 -0.66 -0.422
C -0.51 -1.99 -1.50 -0.496
H -1.76 -2.31 0.16 0.261
H -1.36 -3.89 -0.73 0.192
H -0.43 -0.94 -1.22 0.137
H -0.32 -2.15 -2.50 0.328
```

For the LUMO energy, the calculation gives 1.18 eV. As for the SMILES: C=CC.C=C. Its total charge is 0. The frontier orbital gap comes out at 10.6 eV.

ii:
# C5H10

A single C5H10 molecule (ωB97M-V/def2-TZVPD, the OMol25 dataset).

The geometry in XYZ format:
```
15
Properties=species:S:1:pos:R:3:mulliken_charge:R:1
C 2.12 -0.23 0.01 -0.915
C 0.65 -0.73 -0.09 -0.348
C -0.48 -0.03 -0.08 0.863
C -0.55 1.49 -0.05 -1.059
C -1.76 -0.87 0.03 -1.310
H 2.39 -0.11 1.19 0.210
H 2.82 -0.93 -0.59 0.293
H 2.20 0.87 -0.43 0.207
H 0.62 -1.83 -0.16 0.306
H -1.53 1.91 -0.38 0.352
H -0.38 1.74 1.15 0.203
H 0.32 2.01 -0.66 0.255
H -2.64 -0.23 -0.17 0.334
H -1.91 -1.70 -0.73 0.314
H -1.88 -1.37 0.97 0.293
```

For the LUMO energy, the calculation gives 1.07 eV. As for the SMILES: CC=C(C)C. Its total charge is 0. The frontier orbital gap comes out at 9.8 eV.

Which of them is most stable? Easy: ii.